Entry from the OMol25 dataset: a structure of composition C23H20BClF4PTc (wB97M-V/def2-TZVPD).

```
51
Properties=species:S:1:pos:R:3
C -1.15321 -1.41969 1.24301
C -0.99600 -1.89528 -0.06209
C 0.40546 -2.08060 -0.35128
H -1.80942 -2.08179 -0.73224
C 1.15780 -1.71563 0.81314
C 0.25211 -1.33588 1.74217
H 0.55135 -0.84368 2.76389
H -1.99889 -1.04092 1.75571
H 0.81357 -2.45692 -1.27052
H 2.21700 -1.67327 0.87662
Tc -0.00784 0.03454 -0.07148
Cl 1.85465 1.25575 -0.42933
P 0.11602 0.34764 -3.80839
C 1.21711 -0.71227 -4.82818
C 0.79840 -1.42839 -5.95108
H -0.23496 -1.37667 -6.26617
C 1.70161 -2.20531 -6.66866
H 1.36056 -2.75694 -7.53696
C 3.03376 -2.27192 -6.28063
H 3.73558 -2.87695 -6.84295
C 3.46094 -1.56238 -5.16300
H 4.49780 -1.61368 -4.85054
C 2.56165 -0.79811 -4.43533
H 2.89364 -0.25873 -3.55774
C -1.53432 -0.08210 -4.49077
C -2.17204 -1.21026 -3.95349
H -1.68478 -1.77032 -3.16463
C -3.41108 -1.61158 -4.42615
H -3.88865 -2.48954 -4.00545
C -4.04830 -0.88432 -5.42650
H -5.02230 -1.19311 -5.78856
C -3.43216 0.24279 -5.95456
H -3.92277 0.81596 -6.73269
C -2.18149 0.64079 -5.49375
H -1.70602 1.51541 -5.91720
C 0.40194 1.99772 -4.56372
C 1.10424 2.20625 -5.75245
H 1.51881 1.36125 -6.28545
C 1.27164 3.49184 -6.25574
H 1.82103 3.63760 -7.17861
C 0.73480 4.58357 -5.58533
H 0.86575 5.58416 -5.98099
C 0.03348 4.38632 -4.40023
H -0.38351 5.23430 -3.86853
C -0.12360 3.10839 -3.88637
H -0.65711 2.95922 -2.95671
F 0.01059 0.19916 2.01496
B -0.03616 0.06916 3.53529
F 1.26120 0.38681 4.11124
F -0.79082 1.17669 3.62121
F -0.79458 -0.99437 4.20541
```

Properties
Molar mass in g mol⁻¹: 547.64
Multiplicity: 4
Charge: +1
LUMO level (spin up / spin down) in Ha: -0.231 / -0.238
Total energy in eV: -59721.1877

Entry from the OMol25 dataset: a structure of composition C23H20Br2IN6O4Ru (wB97M-V/def2-TZVPD).

```
57
Properties=species:S:1:pos:R:3
Ru -0.28174 -0.12350 -0.42366
C 1.27415 -1.61120 3.39951
C 1.47158 -1.10579 2.01119
O 0.45472 -1.01773 1.24487
N 2.67543 -0.77843 1.59422
C 2.85165 -0.27464 0.23781
C 2.51281 -1.37634 -0.72364
C 3.46147 -2.32644 -1.05079
C 3.15601 -3.33584 -1.94507
C 1.88472 -3.36795 -2.48882
C 0.96531 -2.41758 -2.10395
N 1.25182 -1.42833 -1.22708
H 0.21491 -1.66283 3.63351
H 1.78208 -0.96066 4.11235
H 1.70105 -2.61255 3.49304
H 3.46823 -0.89427 2.21024
H 3.86644 0.08976 0.10308
H 2.18005 0.56044 0.08096
H 4.44823 -2.26221 -0.61001
H 3.89831 -4.07533 -2.21791
H 1.59570 -4.12622 -3.20375
H -0.03013 -2.45906 -2.50167
Br -0.13642 6.16968 1.56701
C 0.04556 4.41037 1.06201
C 0.13620 3.39836 2.01522
C 0.25165 2.09598 1.58816
N 0.28390 1.76136 0.28451
C 0.18680 2.74065 -0.63777
C 0.07837 4.06623 -0.28892
C 0.17142 2.23915 -2.01467
C 0.25225 3.05396 -3.11809
C 0.26776 2.49256 -4.39214
Br 0.38848 3.56050 -5.87887
C 0.20374 1.10435 -4.51218
C 0.12260 0.34340 -3.37692
N 0.09777 0.87873 -2.13481
H 0.10105 3.62214 3.07235
H 0.30452 1.28333 2.29796
H -0.00632 4.83870 -1.03986
H 0.31742 4.12675 -3.00789
H 0.21881 0.62835 -5.48272
H 0.07430 -0.72487 -3.45158
O -2.08749 0.96287 -0.68349
N -2.56533 0.61873 0.46067
O -3.59875 0.94167 0.89247
O -1.70651 -0.13142 1.06665
I -2.70705 -5.35199 0.76874
C -2.64612 -3.69487 -0.45324
C -3.62025 -3.45856 -1.41918
C -3.51505 -2.33260 -2.22204
C -2.46442 -1.46020 -2.03374
N -1.52446 -1.68014 -1.09464
C -1.62064 -2.77989 -0.31701
H -4.45223 -4.14066 -1.53911
H -4.25285 -2.12161 -2.98405
H -2.37060 -0.56544 -2.63155
H -0.85269 -2.91080 0.43137
```

Properties
Molar mass in g mol⁻¹: 832.23
Charge: +3
LUMO level in Ha: -0.400
Total energy in eV: -192045.3330

Entry from the OMol25 dataset: a structure of composition C23H20CeClF5OPTe (wB97M-V/def2-TZVPD).

```
53
Properties=species:S:1:pos:R:3
C -1.13974 -1.36931 1.29370
C -1.03770 -1.93964 -0.07405
C 0.42098 -2.13885 -0.37799
H -1.81421 -2.08438 -0.73705
C 1.18932 -1.73519 0.82390
C 0.25028 -1.21585 1.82883
H 0.50878 -0.78698 2.73528
H -2.00277 -1.04322 1.75639
H 0.81418 -2.46043 -1.27486
H 2.22407 -1.67471 0.87781
Ce -0.04483 0.14578 -0.02766
Cl 1.90812 1.29646 -0.44748
P 0.11572 0.34688 -3.80941
C 1.21579 -0.71124 -4.82669
C 0.79778 -1.42846 -5.95139
H -0.23590 -1.37678 -6.26653
C 1.70156 -2.20561 -6.66914
H 1.36021 -2.75735 -7.53763
C 3.03408 -2.27220 -6.28085
H 3.73616 -2.87743 -6.84343
C 3.46132 -1.56248 -5.16286
H 4.49866 -1.61371 -4.85032
C 2.56217 -0.79786 -4.43474
H 2.89399 -0.25822 -3.55666
C -1.53285 -0.08195 -4.48963
C -2.17146 -1.21074 -3.95282
H -1.68401 -1.77083 -3.16350
C -3.41148 -1.61192 -4.42601
H -3.88911 -2.49026 -4.00520
C -4.04886 -0.88447 -5.42669
H -5.02308 -1.19336 -5.78888
C -3.43264 0.24304 -5.95510
H -3.92308 0.81646 -6.73331
C -2.18112 0.64158 -5.49419
H -1.70573 1.51629 -5.91764
C 0.40170 1.99597 -4.56262
C 1.10455 2.20583 -5.75283
H 1.51932 1.36055 -6.28603
C 1.27188 3.49202 -6.25626
H 1.82148 3.63763 -7.17935
C 0.73484 4.58402 -5.58542
H 0.86585 5.58498 -5.98136
C 0.03344 4.38653 -4.40004
H -0.38389 5.23498 -3.86812
C -0.12407 3.10868 -3.88589
H -0.65777 2.95931 -2.95579
F -0.62272 3.20000 4.09851
Te -1.01278 1.27766 3.88741
F -1.46983 -0.67876 3.89549
F 0.87232 0.86132 4.40954
F -1.52296 1.09778 5.81696
F -2.90082 1.66838 3.41184
O -0.45462 1.42095 1.89752
```

Properties
Molar mass in g mol⁻¹: 741.55
Charge: +1
LUMO level in Ha: -0.232
Total energy in eV: -81834.0601

Entry from the OMol25 dataset: a structure of composition C23H20ClIMnP (wB97M-V/def2-TZVPD).

```
47
Properties=species:S:1:pos:R:3
C -1.28560 4.16851 0.24030
C -0.88973 3.29918 -0.82780
C -1.92428 2.31433 -1.01344
H -0.01126 3.42828 -1.44755
C -2.96748 2.58795 -0.05766
C -2.54764 3.70697 0.75122
H -3.10879 4.17722 1.55427
H -0.75646 5.05799 0.55802
H -1.95664 1.59460 -1.82251
H -3.92020 2.07112 -0.01551
Mn -1.12367 2.11730 0.95988
Cl -2.43057 0.81116 2.24958
P -0.07567 0.16625 0.30283
C -0.91265 -0.82382 -1.00324
C -0.20326 -1.44288 -2.04549
H 0.83983 -1.18868 -2.23053
C -0.81658 -2.41766 -2.83659
H -0.23406 -2.93287 -3.60089
C -2.15755 -2.74435 -2.62453
H -2.62362 -3.53872 -3.20756
C -2.89709 -2.05711 -1.65346
H -3.95214 -2.28795 -1.50266
C -2.28494 -1.09290 -0.84940
H -2.84714 -0.57455 -0.06660
C 1.59792 0.37830 -0.44232
C 1.73505 1.23032 -1.55071
H 0.85360 1.69934 -1.99077
C 2.98925 1.46772 -2.11190
H 3.08578 2.20231 -2.91177
C 4.10486 0.76025 -1.64889
H 5.08061 0.91759 -2.11185
C 3.96222 -0.13873 -0.58579
H 4.82252 -0.70845 -0.23110
C 2.72409 -0.29960 0.04311
H 2.63483 -0.95979 0.90674
C 0.20975 -1.10163 1.61213
C 0.11892 -2.47675 1.36211
H -0.24565 -2.83567 0.39899
C 0.51536 -3.39845 2.33619
H 0.48937 -4.46363 2.10667
C 0.96568 -2.95963 3.58509
H 1.32195 -3.67596 4.32741
C 0.97197 -1.58963 3.86960
H 1.30311 -1.22701 4.84303
C 0.58460 -0.67383 2.89483
H 0.58433 0.39497 3.11798
I 0.67708 3.05860 2.37054
```

Properties
Molar mass in g mol⁻¹: 544.68
Multiplicity: 4
Charge: +1
LUMO level (spin up / spin down) in Ha: -0.192 / -0.167
Total energy in eV: -85402.6604